3 unconnected molecules or ions with the total composition C22H31ClF8O7S in a non-equilibrium geometry. Source: the Open Molecules 2025 dataset; level of theory: wB97M-V/def2-TZVPD.

As for the electronic energy: -3040.84187 Eh. As for the HOMO energy: -9.93 eV.

Each atom is followed by the atoms it is bonded to, with distances in Å.
Geometry (Å):
1 Cl -5.1152 -0.6646 -1.3474  C19 1.763
2 S -3.2156 -2.8460 -1.3395  O11 1.428, O13 1.427, O17 1.582, C19 1.818
3 F -1.4067 3.2418 -3.5966  C29 1.341
4 F 1.1987 -3.3950 -1.5874  C21 1.380
5 F -0.0343 4.1553 -4.9985  C29 1.334
6 F 0.7271 3.1393 -3.2488  C29 1.331
7 F 4.2790 -1.6199 3.3108  C18 1.329
8 F -1.7992 1.5162 0.7691  C25 1.390
9 F 4.2673 -1.2027 5.4321  C18 1.339
10 F 5.5238 -2.7788 4.6415  C18 1.337
11 O -4.0408 -3.3163 -0.2736  S2 1.428
12 O 0.2755 5.3718 -1.8613  C36 1.194
13 O -3.4088 -3.4053 -2.6378  S2 1.427
14 O 2.2420 -3.2553 3.9845  C20 1.195
15 O -1.1402 6.0728 -3.4741  C36 1.321, C39 1.445
16 O 3.3891 -3.8718 5.8248  C20 1.321, C27 1.445
17 O -1.7218 -2.9954 -0.8402  S2 1.582, C30 1.468
18 C 4.3369 -2.1769 4.5159  F7 1.329, F9 1.339, F10 1.337, C20 1.543
19 C -3.3933 -1.0376 -1.4055  Cl1 1.763, S2 1.818, C31 1.527, H63 1.087
20 C 3.1802 -3.1773 4.7204  O14 1.195, O16 1.321, C18 1.543
21 C 0.6139 -2.4673 -0.7493  F4 1.380, C28 1.523, C30 1.547, H65 1.091
22 C 3.8686 0.5025 0.4382  C32 1.202, H45 1.062
23 C 2.0114 0.9310 -1.4168  C32 1.463, C37 1.550, H41 1.093, H49 1.090
24 C -0.5137 0.5667 -1.5430  C33 1.544, C37 1.548, H61 1.087, H68 1.090
25 C -2.9248 0.9044 0.2296  F8 1.390, C26 1.522, C31 1.534, H70 1.093
26 C -3.9682 0.8682 1.3374  C25 1.522, H42 1.088, H48 1.092, H64 1.085
27 C 2.3778 -4.8465 6.1636  O16 1.445, C35 1.512, H52 1.087, H69 1.089
28 C 0.5023 -3.0586 0.6496  C21 1.523, H40 1.087, H46 1.087, H58 1.089
29 C -0.2529 3.9168 -3.7047  F3 1.341, F5 1.334, F6 1.331, C36 1.542
30 C -0.7490 -2.0053 -1.3169  O17 1.468, C21 1.547, C33 1.550, C38 1.531
31 C -2.5305 -0.4907 -0.2708  C19 1.527, C25 1.534, C33 1.557, H51 1.093
32 C 3.0469 0.7724 -0.3961  C22 1.202, C23 1.463
33 C -1.0381 -0.6139 -0.6977  C24 1.544, C30 1.550, C31 1.557, H59 1.090
34 C -0.1395 8.2634 -3.0316  C39 1.512, H43 1.090, H44 1.089, H50 1.089
35 C 2.4902 -6.0908 5.3111  C27 1.512, H47 1.089, H57 1.090, H66 1.089
36 C -0.3208 5.2209 -2.8851  O12 1.194, O15 1.321, C29 1.542
37 C 0.6301 1.3447 -0.8486  C23 1.550, C24 1.548, H53 1.085, H56 1.086
38 C -0.6741 -2.0780 -2.8447  C30 1.531, H54 1.086, H55 1.088, H67 1.087
39 C -1.3202 7.3445 -2.8108  O15 1.445, C34 1.512, H60 1.087, H62 1.089
40 H 1.4652 -2.9870 1.1496  C28 1.087
41 H 1.9476 -0.0158 -1.9588  C23 1.093
42 H -3.7705 0.0589 2.0379  C26 1.088
43 H 0.0406 8.4014 -4.0980  C34 1.090
44 H -0.3374 9.2344 -2.5794  C34 1.089
45 H 4.4441 0.4286 1.3281  C22 1.062
46 H 0.1725 -4.0919 0.5828  C28 1.087
47 H 2.3066 -5.8693 4.2611  C35 1.089
48 H -3.8673 1.8015 1.8946  C26 1.092
49 H 2.3387 1.6633 -2.1551  C23 1.090
50 H 0.7674 7.8563 -2.5876  C34 1.089
51 H -2.6570 -1.1748 0.5725  C31 1.093
52 H 2.5574 -5.0800 7.2102  C27 1.087
53 H 0.5960 1.2145 0.2284  C37 1.085
54 H -0.7526 -3.1154 -3.1577  C38 1.086
55 H 0.3032 -1.7308 -3.1737  C38 1.088
56 H 0.5117 2.4034 -1.0577  C37 1.086
57 H 3.4893 -6.5196 5.3946  C35 1.090
58 H -0.2265 -2.4975 1.2320  C28 1.089
59 H -0.5053 -0.5882 0.2530  C33 1.090
60 H -2.2211 7.7626 -3.2530  C39 1.087
61 H -0.1269 0.2689 -2.5140  C24 1.087
62 H -1.5111 7.1736 -1.7519  C39 1.089
63 H -3.0257 -0.6564 -2.3543  C19 1.087
64 H -4.9793 0.8288 0.9473  C26 1.085
65 H 1.2352 -1.5732 -0.6782  C21 1.091
66 H 1.7610 -6.8308 5.6386  C35 1.089
67 H -1.4426 -1.5096 -3.3622  C38 1.087
68 H -1.3196 1.2718 -1.7478  C24 1.090
69 H 1.3936 -4.3863 6.0841  C27 1.089
70 H -3.3183 1.5167 -0.5853  C25 1.093